Here is a molecular structure, C48H52BrCl2FN10O3P2Si2 from the Open Molecules 2025 dataset. Energies are from ωB97M-V/def2-TZVPD.

Structure (XYZ):
```
121
Properties=species:S:1:pos:R:3:forces:R:3
C 4.407 -4.723 -0.550 -1.20 9.89 -2.17
C 4.397 -3.342 -0.913 -0.25 -8.66 2.59
C 4.281 -1.694 -1.178 1.26 -2.10 -0.25
Si 2.538 -1.179 -0.513 -1.73 0.19 -1.06
N 1.547 -0.785 -2.008 2.36 0.78 1.94
Br 1.474 -2.937 0.580 0.62 1.45 -0.49
O 2.547 0.166 0.613 2.38 -2.54 1.32
Si 3.594 -0.106 1.992 0.38 -2.29 -0.92
F 4.489 -1.628 1.981 -1.54 3.09 -0.50
P 2.575 0.009 3.955 -1.11 0.69 2.80
O 3.567 0.992 5.038 0.93 -2.95 -2.14
Cl 2.622 -2.002 4.697 0.41 1.35 -0.56
P 5.128 1.523 1.913 2.27 1.82 -0.41
O 6.458 1.155 2.985 -2.95 -2.01 -0.37
Cl 4.130 3.283 2.679 0.47 -1.57 -0.12
H 3.995 -5.765 -0.138 1.30 2.94 -1.29
H 5.182 -1.157 -0.659 -1.70 -1.10 -0.92
H 4.323 -1.445 -2.340 -0.03 -0.78 2.47
H 0.852 -0.036 -1.784 0.65 -0.65 -0.78
H 2.290 -0.415 -2.675 -1.66 -0.30 0.83
H 4.505 0.615 5.016 -1.60 0.98 0.26
H 6.274 0.198 3.277 0.74 1.88 -0.31
N 0.658 -5.115 -3.331 -0.99 0.30 0.18
C -0.380 -5.939 -3.592 0.80 0.30 0.11
C -1.706 -5.603 -3.370 -0.04 0.29 0.12
C -1.987 -4.346 -2.844 0.02 0.02 -0.01
C -0.939 -3.476 -2.563 -0.23 -0.18 -0.08
C 0.354 -3.902 -2.822 0.48 -0.77 -0.36
H -0.110 -6.910 -3.999 -0.12 0.03 -0.03
H -2.500 -6.304 -3.601 0.10 0.03 0.01
H -3.014 -4.047 -2.655 0.09 -0.03 -0.01
H -1.124 -2.490 -2.152 0.09 -0.06 -0.03
H 1.206 -3.257 -2.623 -0.21 -0.03 -0.02
N 1.487 3.016 8.733 0.76 -0.60 0.40
C 2.323 2.368 7.893 -0.64 0.44 0.45
C 3.321 1.503 8.314 0.05 -0.04 0.31
C 3.477 1.293 9.680 -0.01 0.02 -0.01
C 2.633 1.948 10.570 0.14 -0.12 -0.18
C 1.661 2.790 10.054 -0.19 0.20 -0.89
H 2.164 2.568 6.837 0.05 -0.13 0.07
H 3.962 1.007 7.594 -0.14 0.08 0.06
H 4.249 0.623 10.047 -0.09 0.08 -0.04
H 2.728 1.805 11.641 -0.03 0.03 -0.09
H 0.976 3.321 10.708 0.08 -0.05 0.01
N -0.449 7.113 5.321 1.32 -0.63 0.24
C 0.387 6.464 4.481 -0.57 0.45 0.51
C 1.385 5.600 4.902 -0.02 0.01 0.23
C 1.540 5.389 6.268 0.01 0.04 0.03
C 0.696 6.044 7.158 0.17 -0.09 -0.18
C -0.275 6.887 6.642 -0.16 0.30 -0.72
H 0.228 6.664 3.425 0.05 -0.04 0.03
H 2.026 5.104 4.182 -0.06 0.04 0.04
H 2.312 4.720 6.635 -0.13 0.17 -0.04
H 0.792 5.901 8.229 -0.05 -0.01 -0.13
H -0.961 7.418 7.296 0.06 -0.12 0.04
N -2.122 6.505 9.806 -0.75 -0.61 0.30
C -3.404 6.929 9.844 0.91 -0.16 -0.08
C -4.466 6.136 10.250 0.10 -0.28 0.09
C -4.200 4.827 10.637 0.00 0.03 -0.01
C -2.890 4.361 10.607 -0.23 0.13 0.00
C -1.894 5.229 10.190 -0.06 0.87 -0.27
H -3.560 7.956 9.530 -0.04 -0.10 0.01
H -5.476 6.530 10.263 0.11 -0.02 -0.03
H -5.007 4.175 10.959 0.09 0.07 -0.04
H -2.650 3.345 10.902 0.00 0.09 -0.04
H -0.855 4.914 10.152 -0.08 -0.04 -0.03
N -0.499 1.530 -2.988 -0.48 0.89 -0.13
C 0.073 2.528 -3.697 -0.28 -0.72 0.44
C -0.570 3.712 -4.018 -0.25 -0.02 0.08
C -1.882 3.886 -3.591 0.03 0.03 0.05
C -2.499 2.876 -2.861 0.22 0.21 -0.04
C -1.773 1.728 -2.585 0.80 -0.20 -0.15
H 1.097 2.344 -4.011 -0.07 0.06 0.00
H -0.060 4.481 -4.588 -0.03 -0.10 0.05
H -2.419 4.801 -3.825 0.06 -0.11 0.02
H -3.521 2.980 -2.514 0.10 -0.04 -0.02
H -2.210 0.913 -2.016 -0.02 0.08 -0.03
N 0.393 -8.669 -5.838 0.52 -0.54 -0.66
C 1.611 -8.208 -6.196 -0.76 -0.20 0.29
C 2.443 -8.849 -7.100 -0.12 -0.25 -0.05
C 2.002 -10.039 -7.670 0.03 -0.03 0.01
C 0.753 -10.540 -7.320 0.26 0.15 -0.04
C -0.009 -9.825 -6.410 0.15 0.80 0.45
H 1.912 -7.278 -5.722 0.01 -0.04 -0.03
H 3.411 -8.432 -7.353 -0.14 -0.02 0.00
H 2.627 -10.571 -8.381 -0.09 0.12 0.07
H 0.381 -11.465 -7.746 0.01 0.08 0.05
H -0.992 -10.173 -6.107 0.08 -0.01 -0.04
N -4.421 7.076 5.757 -0.38 0.21 -0.99
C -5.642 7.366 5.255 0.79 -0.17 0.40
C -5.883 7.618 3.914 0.17 -0.01 -0.10
C -4.809 7.572 3.031 0.10 -0.01 -0.02
C -3.540 7.277 3.518 -0.40 0.09 -0.12
C -3.398 7.037 4.876 -0.55 -0.23 0.92
H -6.447 7.393 5.983 0.00 0.01 -0.08
H -6.885 7.844 3.566 0.07 -0.02 0.05
H -4.960 7.765 1.973 0.00 -0.02 0.11
H -2.682 7.234 2.857 -0.04 0.01 0.11
H -2.428 6.799 5.303 -0.44 0.13 -0.30
N 2.603 -8.369 -10.585 -0.11 0.17 -1.04
C 1.383 -8.078 -11.086 0.78 -0.21 0.48
C 1.141 -7.827 -12.428 0.24 -0.01 -0.16
C 2.216 -7.873 -13.310 0.00 0.00 0.00
C 3.485 -8.168 -12.823 -0.26 0.05 -0.08
C 3.627 -8.408 -11.466 -0.64 0.01 0.67
H 0.578 -8.052 -10.358 0.03 0.00 -0.05
H 0.140 -7.601 -12.776 0.09 -0.02 0.06
H 2.065 -7.680 -14.368 0.02 -0.02 0.12
H 4.343 -8.211 -13.485 -0.07 0.00 0.08
H 4.596 -8.646 -11.038 -0.05 0.03 -0.07
N -4.870 1.519 -6.432 0.35 -0.94 0.14
C -3.897 1.288 -5.523 -0.68 0.27 -0.64
C -3.361 0.036 -5.270 -0.12 -0.19 -0.13
C -3.854 -1.049 -5.988 -0.01 -0.03 -0.01
C -4.857 -0.843 -6.929 0.21 -0.01 0.20
C -5.327 0.447 -7.115 0.23 0.81 0.40
H -3.548 2.165 -4.987 -0.03 -0.18 -0.12
H -2.579 -0.091 -4.530 -0.04 0.02 -0.08
H -3.459 -2.046 -5.815 -0.03 0.11 -0.01
H -5.263 -1.668 -7.505 0.03 0.09 0.04
H -6.107 0.659 -7.841 0.05 -0.06 0.05
```
Positions in Å, forces in eV/Å.

## Properties
* calculated total energy: -203800.7031 eV
* orbital gap: 8.03 eV